Entry from the Open Molecules 2025 dataset: a cluster of 14 separate species, C56H98N14 in total (ωB97M-V with the def2-TZVPD basis set).

The geometry in XYZ format:
```
168
Properties=species:S:1:pos:R:3:forces:R:3:lowdin_charge:R:1
C 3.051908 7.610437 -1.713106 -0.298 0.128 0.101 -0.117
C 2.950228 7.578177 -3.237966 1.506 -0.056 0.777 -0.266
C 2.651928 6.156187 -3.729476 0.147 0.102 0.415 -0.188
C 3.755048 5.216507 -3.377946 1.821 -1.191 0.561 -0.220
N 4.629168 4.500687 -3.059126 -2.295 1.813 -0.870 0.131
H 3.718808 6.893967 -1.233506 -0.020 -0.260 -0.378 0.072
H 2.027678 7.419797 -1.392646 0.056 0.023 0.627 0.074
H 3.371708 8.583757 -1.340966 -0.205 0.111 -0.121 0.073
H 3.907988 7.855067 -3.678546 -0.010 0.301 -0.105 0.106
H 2.224888 8.360537 -3.461316 -0.233 -0.492 -0.691 0.109
H 2.496648 6.158997 -4.808346 -0.179 -0.312 0.096 0.114
H 1.786588 5.796137 -3.173016 -0.305 -0.181 -0.415 0.112
C 4.561878 -3.710793 -6.974676 0.560 -0.088 0.096 -0.115
C 3.997258 -2.404913 -6.486676 -0.090 0.193 0.393 -0.279
C 3.322878 -1.527533 -7.548616 0.207 -0.801 -0.398 -0.175
C 2.423118 -2.320553 -8.437506 -0.509 0.501 0.353 -0.230
N 1.728598 -2.926443 -9.131406 0.517 0.319 0.423 0.136
H 3.892828 -4.171793 -7.701276 0.212 -0.227 0.039 0.066
H 4.692648 -4.352883 -6.103636 -0.088 -0.269 -0.176 0.074
H 5.564218 -3.563713 -7.376886 -0.095 -0.136 -0.422 0.076
H 4.793018 -1.801983 -6.049266 -0.024 0.041 0.144 0.109
H 3.320718 -2.665193 -5.672636 -0.363 0.437 -0.082 0.108
H 4.082858 -1.139093 -8.226576 0.130 0.160 0.049 0.115
H 2.864208 -0.677653 -7.043206 -0.460 -0.117 -0.416 0.115
C -7.396062 -3.448653 1.144454 -0.962 -0.396 -0.199 -0.109
C -7.453052 -3.462523 2.650114 0.272 -0.422 1.375 -0.268
C -8.850862 -3.611133 3.338764 -0.018 0.396 -1.054 -0.172
C -9.732342 -2.486503 2.942964 0.024 0.312 0.306 -0.239
N -10.366912 -1.575903 2.629014 0.334 -0.573 0.130 0.133
H -8.113722 -2.735493 0.738924 0.265 0.251 -0.168 0.070
H -7.738692 -4.426413 0.805774 -0.019 -0.109 -0.196 0.076
H -6.400902 -3.316643 0.719814 -0.058 0.279 0.263 0.077
H -6.964352 -2.613223 3.127584 -0.068 0.320 -0.278 0.106
H -6.860942 -4.308013 3.000324 0.011 -0.184 0.075 0.102
H -8.752142 -3.669303 4.422724 0.047 0.299 -0.043 0.112
H -9.380532 -4.519273 3.050974 0.185 -0.161 -0.206 0.112
C 2.422998 5.161897 8.601614 -0.162 -0.621 0.669 -0.108
C 1.277428 4.154377 8.828394 -0.110 0.372 -0.588 -0.251
C 1.004378 3.203897 7.627794 -0.599 0.534 -0.155 -0.185
C 0.766738 3.932727 6.351054 0.508 1.057 -2.138 -0.223
N 0.679678 4.465017 5.308934 0.044 -1.258 2.687 0.126
H 3.288978 4.595167 8.259564 0.130 0.253 -0.281 0.074
H 2.695798 5.546817 9.584214 0.052 0.222 -0.035 0.066
H 2.210588 6.014687 7.956864 -0.109 -0.319 -0.178 0.073
H 0.335588 4.656527 9.049504 0.008 0.236 -0.081 0.104
H 1.505108 3.613477 9.746924 0.032 -0.474 -0.273 0.102
H 0.072668 2.658797 7.779104 0.023 -0.174 0.293 0.108
H 1.776268 2.455167 7.449784 0.182 0.180 0.054 0.114
C -6.096752 8.602977 -2.891816 0.554 1.028 0.254 -0.101
C -4.575042 8.737617 -3.138126 -0.550 -0.517 -0.211 -0.257
C -4.086872 7.687877 -4.133876 0.070 -0.498 -0.008 -0.207
C -4.784432 7.625227 -5.450766 0.175 0.399 -0.029 -0.214
N -5.348062 7.577817 -6.458276 0.471 0.024 0.843 0.132
H -6.696052 8.954717 -3.731586 0.166 -0.060 -0.143 0.071
H -6.332202 9.254867 -2.050566 -0.282 -0.105 0.087 0.066
H -6.425402 7.591417 -2.653446 0.296 -0.056 0.015 0.077
H -4.012622 8.570867 -2.219426 -0.156 -0.289 0.172 0.103
H -4.221942 9.725367 -3.434406 -0.587 0.180 -0.289 0.107
H -4.229832 6.707957 -3.678456 -0.147 -0.150 -0.016 0.113
H -3.003252 7.780657 -4.206426 -0.019 0.033 -0.692 0.110
C -6.495062 -0.364913 -7.343426 -0.120 0.418 0.137 -0.108
C -6.595232 0.932347 -8.152696 0.202 -0.239 0.050 -0.251
C -7.825482 1.799067 -7.801986 -0.196 -0.399 -0.449 -0.195
C -7.979612 2.186637 -6.408916 0.899 0.445 1.257 -0.240
N -8.018502 2.439927 -5.282026 -0.160 -0.180 -0.914 0.138
H -7.489992 -0.726473 -7.083676 -0.008 -0.256 -0.158 0.073
H -5.983022 -0.186143 -6.397936 0.047 -0.059 -0.009 0.073
H -5.947422 -1.117903 -7.910166 -0.077 -0.057 0.153 0.071
H -6.627212 0.686097 -9.214036 -0.463 0.032 -0.079 0.100
H -5.643042 1.456927 -8.073746 -0.174 0.432 0.298 0.107
H -8.737542 1.223567 -7.960236 -0.013 -0.273 -0.479 0.115
H -7.900262 2.659617 -8.466786 0.083 0.154 0.209 0.116
C 5.090498 -4.918303 6.188274 -0.732 0.233 -0.588 -0.110
C 5.574838 -5.509283 7.497524 1.569 0.115 0.065 -0.270
C 5.684918 -7.039533 7.569314 -1.745 -0.105 -0.363 -0.170
C 4.330058 -7.618403 7.244214 1.115 0.071 0.433 -0.233
N 3.283588 -8.033993 7.024074 -0.053 0.016 -0.084 0.135
H 5.891648 -4.570393 5.536174 0.173 0.076 0.249 0.071
H 4.429528 -4.075793 6.391734 0.094 0.099 -0.126 0.075
H 4.513928 -5.585843 5.547934 -0.165 -0.306 0.291 0.067
H 5.091078 -5.078683 8.374244 -0.403 -0.334 -0.140 0.110
H 6.605358 -5.164503 7.582684 0.174 0.061 0.325 0.100
H 5.967978 -7.379363 8.565554 0.006 0.024 -0.048 0.111
H 6.404238 -7.431413 6.850224 -0.036 0.058 -0.024 0.114
C 9.949388 -5.683953 -2.333406 -1.490 -0.534 -0.368 -0.097
C 9.338608 -6.496023 -1.146476 1.002 -0.255 -0.897 -0.251
C 7.827928 -6.556373 -0.989716 -0.359 0.774 -0.481 -0.203
C 7.229768 -5.223983 -0.826446 -1.116 1.912 0.998 -0.230
N 6.736008 -4.187253 -0.613686 1.052 -2.014 -0.609 0.132
H 9.530688 -6.008253 -3.286096 -0.199 -0.699 -0.069 0.064
H 11.015138 -5.873053 -2.462076 -0.002 0.532 0.478 0.071
H 9.608168 -4.650563 -2.394846 0.706 0.335 0.750 0.067
H 9.813538 -6.195303 -0.212616 -0.120 0.054 0.039 0.107
H 9.617748 -7.533103 -1.332636 0.271 -0.105 0.216 0.102
H 7.544308 -7.194273 -0.152606 0.040 0.169 0.123 0.119
H 7.333568 -6.978173 -1.864816 0.208 -0.175 -0.185 0.118
C 7.016178 1.680707 4.848304 0.437 0.760 0.754 -0.111
C 8.251408 0.831657 5.248614 -0.697 0.583 0.040 -0.236
C 9.522818 1.678327 5.628254 -1.040 -0.522 -0.655 -0.180
C 9.262218 2.567747 6.764704 -0.528 1.657 1.594 -0.238
N 9.044678 3.290787 7.657654 0.467 -1.639 -1.896 0.137
H 7.135948 2.216537 3.906694 0.284 -0.163 -0.130 0.072
H 6.884288 2.457927 5.601054 -0.207 0.105 0.092 0.059
H 6.065148 1.152167 4.782774 0.282 -0.397 0.078 0.071
H 8.384488 0.187887 4.379154 0.815 -0.277 0.349 0.100
H 8.020268 0.249537 6.140694 -0.181 -0.288 -0.218 0.101
H 9.780298 2.253527 4.738894 0.345 0.227 0.223 0.115
H 10.351998 1.032867 5.917984 0.011 -0.046 -0.235 0.111
C -1.789242 -3.901733 8.482734 1.145 0.918 0.347 -0.112
C -2.984262 -3.446003 7.725034 -1.587 -0.137 -1.440 -0.279
C -4.284272 -3.140143 8.482564 0.313 -0.028 1.081 -0.174
C -4.578762 -4.183113 9.488224 0.268 1.584 -1.492 -0.252
N -4.859412 -4.942503 10.281504 -0.353 -1.369 1.300 0.143
H -1.145402 -3.051493 8.707804 -0.085 0.296 0.267 0.071
H -1.160092 -4.451273 7.782534 -0.089 -0.709 0.523 0.081
H -2.004132 -4.350373 9.452604 0.073 -0.625 -0.374 0.074
H -3.283182 -4.217403 7.015314 0.136 -0.269 -0.068 0.106
H -2.722922 -2.609993 7.076274 -0.120 0.229 0.146 0.111
H -5.180372 -3.051303 7.868384 0.268 -0.006 -0.337 0.115
H -4.208402 -2.208733 9.043654 0.032 0.127 0.039 0.117
C 1.522838 -8.078713 -0.415076 -0.413 0.581 0.361 -0.105
C 0.997138 -7.187923 0.722884 -0.171 -0.187 -0.511 -0.253
C -0.279662 -6.435383 0.286524 0.705 0.352 0.726 -0.197
C -1.414982 -7.318283 0.072614 1.332 1.356 0.252 -0.250
N -2.334292 -7.960643 -0.084836 -1.564 -1.283 -0.299 0.147
H 2.361128 -8.683973 -0.070076 0.067 0.099 -0.331 0.071
H 1.771948 -7.394013 -1.225766 0.554 -0.217 -0.123 0.072
H 0.747378 -8.720253 -0.833616 -0.060 -0.202 0.295 0.068
H 1.750668 -6.449653 0.997244 0.030 0.084 -0.128 0.104
H 0.807018 -7.745293 1.640104 -0.195 -0.146 -0.087 0.109
H -0.120042 -5.803923 -0.587476 0.117 -0.305 -0.278 0.118
H -0.505822 -5.710433 1.068444 -0.398 -0.114 0.136 0.116
C -1.379732 1.133307 -1.092686 0.104 0.011 -0.369 -0.106
C 0.006108 0.650717 -1.475196 -0.208 -0.302 -0.260 -0.274
C 1.076098 0.761607 -0.400536 0.210 -0.020 0.887 -0.187
C 0.822998 0.012607 0.850244 0.029 0.257 -2.152 -0.243
N 0.602578 -0.581003 1.792214 -0.293 -0.815 1.507 0.136
H -1.805772 0.531427 -0.289996 -0.081 0.192 0.030 0.075
H -2.007612 1.072017 -1.981566 -0.227 -0.171 0.130 0.073
H -1.355762 2.191947 -0.834246 -0.014 -0.027 0.330 0.075
H 0.307128 1.158987 -2.391246 0.372 0.386 0.220 0.107
H -0.017782 -0.387003 -1.807856 -0.207 -0.233 0.220 0.109
H 1.197818 1.750177 0.042214 0.156 0.530 -0.790 0.118
H 2.017268 0.413867 -0.826426 0.168 0.181 0.254 0.118
C -1.924662 1.597657 -11.928176 0.604 -0.325 0.136 -0.107
C -0.629362 2.469817 -11.982606 -1.307 -0.378 0.408 -0.233
C -0.672522 3.711137 -11.040836 0.368 -0.577 -0.645 -0.197
C -0.906482 3.392347 -9.627486 -0.833 -1.129 3.413 -0.221
N -1.165392 3.096717 -8.511316 0.966 1.034 -3.731 0.127
H -1.926962 0.943597 -11.056226 0.157 0.200 0.273 0.066
H -1.960192 0.889197 -12.755786 0.045 0.218 -0.246 0.065
H -2.877162 2.126397 -11.892506 0.204 0.389 -0.191 0.070
H -0.442732 2.811677 -13.000646 -0.145 0.214 0.037 0.099
H 0.219778 1.832697 -11.735366 0.021 0.072 0.186 0.105
H -1.447612 4.412477 -11.349786 -0.032 -0.032 -0.071 0.117
H 0.294058 4.192127 -11.190756 -0.044 0.305 0.449 0.110
C -5.751802 4.542137 2.301734 -0.584 -0.885 0.083 -0.094
C -6.896082 3.470977 2.584084 0.980 1.224 -0.213 -0.225
C -7.350532 3.502057 4.061474 0.672 -0.177 -0.325 -0.204
C -6.268402 3.110977 4.971714 4.060 -1.888 3.306 -0.222
N -5.375352 2.772277 5.698124 -4.126 1.613 -3.355 0.121
H -5.892262 5.467867 2.859744 -0.147 -0.041 0.052 0.066
H -5.637482 4.806607 1.250504 -0.388 -0.118 -0.079 0.059
H -4.781712 4.127907 2.576394 -0.056 -0.023 0.294 0.065
H -6.505292 2.498317 2.285214 -0.110 -0.114 0.287 0.103
H -7.783712 3.633927 1.972814 0.075 0.251 -0.045 0.099
H -8.201392 2.834087 4.195504 -0.011 0.096 0.202 0.116
H -7.602832 4.517687 4.366294 -0.372 0.030 -0.203 0.115
```
Positions in Å, forces in eV/Å.

## Properties
Molar mass: 967.50 g mol⁻¹
Energy above the lowest of the compared OMol25 structures with the same formula, charge and spin: 124.0 kcal/mol
Electronic energy: -2958.941308 hartree
Highest occupied orbital energy: -0.4121 Ha
Kohn-Sham gap: 11.2 eV